1.
Formula: C20H20F3N3O5
Source: OMol25
Level of theory: ωB97M-V/def2-TZVPD

The geometry in XYZ format:
```
51
Properties=species:S:1:pos:R:3:forces:R:3:nbo_charge:R:1
C 2.32125 3.99911 1.87441 -0.21 -0.33 -0.19 -0.6170
C 2.17304 2.74103 1.03449 0.29 -0.04 0.09 0.0172
O 0.79264 2.61416 0.68755 -0.13 0.24 0.12 -0.4941
C 0.45908 1.51886 -0.01353 0.35 -0.31 -0.29 0.7927
O 1.32421 0.74433 -0.40917 -0.25 0.34 -0.02 -0.6698
C -0.97156 1.37698 -0.23805 -0.32 0.08 0.01 -0.2234
C -1.85210 2.25258 0.41069 -0.02 -0.12 -0.10 -0.1338
C -3.21062 2.15847 0.23428 -0.10 0.14 0.11 -0.2700
C -3.71924 1.17728 -0.61206 0.19 0.02 0.00 -0.1371
C -2.87987 0.30549 -1.26276 -0.09 -0.08 -0.13 -0.3033
C -1.48647 0.36205 -1.08869 0.16 0.11 0.17 0.2415
N -0.65388 -0.54463 -1.66125 0.39 0.12 -0.16 -0.5975
C -0.99672 -1.42153 -2.74762 -0.13 0.16 -0.41 -0.2396
C -1.10064 -0.68017 -4.09585 0.01 0.13 0.52 -0.0686
O -1.36306 -1.55123 -5.16437 -0.18 -0.40 -0.29 -0.7101
C 2.55430 1.49879 1.85032 0.38 0.14 -0.42 0.6761
O 2.00124 1.24260 2.90334 -0.27 0.07 0.30 -0.6452
N 3.52500 0.72009 1.33016 0.40 0.01 0.06 -0.5891
C 3.80144 -0.58266 1.90555 0.03 -0.09 0.04 -0.3202
C 2.79769 -1.61757 1.37665 0.14 0.39 0.43 0.6800
O 3.12081 -2.52061 0.64274 0.16 -0.25 -0.30 -0.5975
N 1.53175 -1.36487 1.81295 -0.11 0.32 0.48 -0.6245
C 0.35484 -1.91310 1.32341 -0.49 -0.24 -0.22 0.0860
C 0.30674 -3.00181 0.45492 0.11 0.04 0.05 -0.2234
C -0.90131 -3.46952 -0.02359 -0.37 0.16 0.14 -0.2681
C -2.08288 -2.86232 0.35778 0.23 0.02 -0.02 0.3162
F -3.25348 -3.30559 -0.13511 -0.03 0.12 0.11 -0.3119
C -2.07034 -1.78504 1.23568 -0.06 -0.10 -0.01 0.2687
F -3.21116 -1.19623 1.61636 0.26 -0.12 -0.05 -0.2921
C -0.85355 -1.32270 1.71079 0.09 -0.19 -0.09 0.3532
F -0.83410 -0.27423 2.55264 0.00 -0.11 -0.09 -0.3088
H 1.77511 3.86844 2.80504 -0.01 0.01 0.07 0.2368
H 1.91437 4.85144 1.33775 0.02 0.08 -0.06 0.2246
H 3.37073 4.17437 2.09392 0.10 0.04 0.03 0.2200
H 2.76919 2.79447 0.11367 -0.11 -0.03 0.17 0.1911
H -1.43549 2.99866 1.06777 -0.01 0.07 0.05 0.2319
H -3.87742 2.83118 0.74925 -0.05 0.07 0.06 0.2160
H -4.78602 1.09155 -0.75539 -0.09 -0.03 -0.03 0.2160
H -3.30588 -0.45091 -1.90181 -0.02 -0.10 -0.08 0.2139
H 0.33264 -0.35887 -1.52100 -0.17 -0.10 0.08 0.4339
H -0.21708 -2.18285 -2.82181 -0.11 -0.01 0.01 0.2157
H -1.94319 -1.93055 -2.53726 0.07 -0.09 -0.02 0.1864
H -0.14446 -0.20514 -4.32742 -0.08 0.03 0.10 0.1790
H -1.86869 0.10348 -4.02405 0.14 -0.01 0.02 0.1601
H -2.20814 -1.99027 -5.01475 0.06 0.06 -0.04 0.4631
H 3.77022 0.83756 0.35866 -0.19 0.10 0.07 0.4124
H 4.81019 -0.89128 1.62979 -0.16 -0.06 0.05 0.2304
H 3.71648 -0.49618 2.99199 0.08 -0.04 -0.12 0.2384
H 1.41311 -0.56935 2.44085 0.15 -0.14 -0.14 0.4445
H 1.23009 -3.46505 0.15101 -0.01 -0.02 0.02 0.2640
H -0.93881 -4.30870 -0.69890 -0.04 -0.10 -0.08 0.2351
```
Forces are in eV/Å.

Values from the calculation:
- frontier orbital gap (eV) = 8.39
- SMILES = C[C@H](OC(=O)c1ccccc1NCCO)C(=O)NCC(=O)Nc1ccc(F)c(F)c1F
- largest force on an atom (eV Å⁻¹) = 0.6
- E_tot (eV) = -43926.3266

2.
Formula: C20H20F7N2O12
Source: OMol25
Level of theory: ωB97M-V/def2-TZVPD

The geometry in XYZ format:
```
61
Properties=species:S:1:pos:R:3:forces:R:3:nbo_charge:R:1
F -2.95305 0.24510 -1.77554 -0.93 -0.65 1.73 -0.2700
C -2.69851 -1.00260 -1.38681 0.93 -0.35 0.10 0.7555
F -3.77378 -1.79328 -1.36393 0.60 0.59 -1.80 -0.2821
C -1.41230 -1.40012 -1.00202 -0.68 1.64 0.12 0.1310
F -0.64376 -2.06205 -1.93767 -0.60 -1.63 1.33 -0.3249
C -0.97818 -1.10742 0.43190 1.12 0.87 -1.11 -0.4714
C 0.56959 -1.11312 0.66339 -0.45 -0.65 0.07 -0.4449
C 1.24035 -2.47258 0.29682 -1.94 2.67 0.89 0.2299
C 0.49388 -3.66346 0.58465 1.78 -1.78 -0.92 -0.1190
C 1.09028 -4.90207 0.20584 0.08 2.76 0.26 -0.1708
C 2.38436 -4.72556 -0.36725 -1.19 -1.73 0.41 0.0658
N 2.93030 -3.53741 -0.51866 1.59 -0.59 -0.73 -0.2251
N 2.44234 -2.34590 -0.24322 -1.38 -1.52 0.52 -0.1190
H -1.32357 -0.06678 0.65625 0.02 -0.75 -0.02 0.2759
H -1.51809 -1.78269 1.12914 0.32 0.36 -0.31 0.2087
H 1.01068 -0.28756 0.07638 0.06 -0.57 0.39 0.2552
H 0.74583 -0.94240 1.74715 0.14 0.02 -0.66 0.2680
H -0.48748 -3.60209 1.06897 0.54 -0.01 -0.30 0.2614
H 0.62382 -5.88294 0.34824 0.35 0.49 -0.13 0.2733
H 2.94510 -5.61712 -0.69118 -0.02 0.82 0.11 0.2574
H 3.87756 -3.51344 -0.90858 -0.34 0.13 0.09 0.4405
C 6.59311 0.25853 1.92323 0.49 0.37 0.38 -0.1339
C 6.09849 0.07013 0.51764 0.36 -0.27 -0.27 0.4403
O 4.87318 -0.62162 0.70612 0.03 0.43 0.25 -0.5072
C 4.40657 -0.22823 1.92702 -0.42 -0.02 0.50 0.9738
O 3.28789 -0.39552 2.29636 0.14 -0.15 -0.13 -0.5843
O 5.37118 0.37799 2.65664 -0.27 -0.25 -0.49 -0.4642
F 6.93816 -0.71473 -0.19950 -0.10 -0.06 -0.10 -0.3249
H 7.15328 -0.60459 2.28878 -0.06 -0.07 -0.19 0.2057
H 7.20786 1.14941 2.03495 -0.21 0.06 0.12 0.2271
H 5.91485 1.00003 -0.02412 0.08 -0.10 -0.12 0.1717
C -6.76251 1.49911 -1.43661 0.14 0.37 -0.59 -0.1341
C -6.25701 0.42410 -0.51539 0.15 0.27 0.46 0.4418
O -7.35640 0.19988 0.34410 -0.01 -0.08 -0.64 -0.4882
C -8.47015 0.49812 -0.38853 -0.88 -0.05 0.11 0.9603
O -9.57221 0.17732 -0.08793 0.28 0.19 0.05 -0.5504
O -8.15684 1.20060 -1.50859 0.24 -0.26 0.40 -0.4749
F -5.20649 0.86290 0.22601 0.13 -0.17 0.03 -0.3323
H -6.62507 2.50064 -1.02350 0.09 -0.13 0.19 0.2147
H -6.30072 1.45866 -2.42169 -0.23 -0.07 -0.05 0.2096
H -5.98774 -0.50838 -1.01599 0.12 0.02 0.11 0.1535
C 10.03032 -0.49376 -3.00844 -0.41 -0.50 -0.23 -0.1313
C 11.30163 -0.15650 -2.28028 0.48 0.17 -0.40 0.4436
O 11.13895 1.21796 -1.98395 -0.52 -0.39 0.23 -0.4802
C 9.79626 1.42326 -1.86970 -0.28 0.61 0.12 0.9631
O 9.30329 2.38079 -1.37232 0.01 -0.18 -0.06 -0.5580
O 9.08833 0.38453 -2.39176 0.40 0.11 0.13 -0.4867
F 12.38149 -0.30619 -3.08119 0.06 -0.03 0.11 -0.3179
H 10.08806 -0.27295 -4.07609 0.23 0.07 0.07 0.2094
H 9.73850 -1.53478 -2.88062 -0.16 0.12 0.12 0.2046
H 11.45299 -0.71500 -1.35351 0.15 0.00 -0.06 0.1541
C -9.99376 3.43376 1.49729 -0.47 -0.62 -0.23 -0.1373
C -8.74376 3.74479 2.26893 0.30 0.30 -0.28 0.4415
O -8.89909 5.11263 2.58400 -0.36 -0.46 0.17 -0.4901
C -10.24873 5.33088 2.66250 -0.50 0.60 0.13 0.9597
O -10.74310 6.28336 3.16103 0.13 -0.12 -0.12 -0.5396
O -10.94695 4.30678 2.09923 0.51 0.16 0.17 -0.4754
F -7.63543 3.59814 1.49185 0.13 -0.08 0.04 -0.3394
H -9.90252 3.67377 0.43533 0.22 0.05 0.06 0.2022
H -10.29641 2.39233 1.59659 -0.18 0.11 0.07 0.2209
H -8.62486 3.16734 3.18826 0.19 -0.03 -0.08 0.1572
```
Forces are in eV/Å.

Values from the calculation:
- frontier orbital gap (eV) = 5.82
- total charge = +1
- largest force on an atom (eV Å⁻¹) = 3.4
- E_tot (eV) = -67625.3419

3.
Formula: C20H20IN4O7P3Pt
Source: OMol25
Level of theory: ωB97M-V/def2-TZVPD

The geometry in XYZ format:
```
56
Properties=species:S:1:pos:R:3:forces:R:3:nbo_charge:R:1
Pt 14.54804 10.83019 10.30066 -0.30 -0.91 -0.13 1.0810
O 16.55056 12.58419 8.73033 -0.04 -0.41 -0.68 -1.0588
P 17.23396 12.17153 10.11095 1.30 0.71 0.45 2.5426
O 18.72318 12.22360 10.14753 -2.10 -0.05 -0.10 -1.0767
O 16.56896 10.84895 10.55823 0.93 0.29 0.13 -1.1790
O 16.53959 13.31341 11.08956 0.50 0.13 -0.06 -1.1081
P 15.09132 13.96876 10.90272 0.62 -1.38 -0.99 2.5736
O 15.21590 15.15298 11.91179 0.25 -0.08 1.42 -0.9815
O 14.88636 14.50395 9.53095 -0.34 -0.33 -0.31 -1.1624
O 14.14038 12.84360 11.35711 -0.20 0.90 0.15 -1.1949
H 15.88232 13.32112 8.70678 0.51 -0.04 0.47 0.5422
H 14.55922 15.82523 11.78653 -0.49 0.60 -0.22 0.5110
N 12.35666 8.74836 9.48880 -1.53 -1.35 0.36 -0.9204
P 12.54295 10.41223 9.44090 -1.10 0.81 -0.41 1.1733
C 11.12180 10.85930 10.48065 0.63 -1.18 0.99 -0.3754
C 10.13641 11.73056 10.14634 -0.44 1.16 -0.79 -0.1973
C 9.09432 12.01944 11.02739 -0.52 -0.03 -0.03 -0.2017
C 9.04106 11.38723 12.27009 -0.38 0.96 -0.41 -0.2143
C 10.06721 10.51595 12.62363 -0.88 -0.20 0.91 -0.1505
C 11.07162 10.22820 11.75712 0.72 0.04 -1.28 -0.2285
C 12.20100 10.94954 7.70739 -0.73 -1.46 1.47 -0.2927
C 12.82783 12.10038 7.37840 1.57 1.85 -0.97 -0.2292
C 12.67594 12.68564 6.11826 -0.39 0.74 -0.01 -0.1864
C 11.77424 12.17103 5.22055 -1.21 -1.26 -0.08 -0.1962
C 11.05673 10.99666 5.58391 0.12 0.39 -0.13 -0.2017
C 11.29998 10.35348 6.81073 -0.18 1.56 -1.55 -0.2216
C 13.34772 7.88982 9.91978 0.57 0.67 -0.83 0.3971
C 13.08613 6.54466 10.21858 -0.49 -0.74 -0.42 -0.2965
C 14.20222 5.73921 10.38669 0.04 1.40 -0.18 -0.1193
C 15.46305 6.34468 10.42390 0.42 -2.25 0.18 -0.3011
C 15.62379 7.64700 10.19876 -1.14 2.47 -0.71 0.0667
N 14.56756 8.43441 9.87183 0.35 -0.96 0.81 -0.4995
H 11.40380 8.38406 9.62498 0.69 0.36 -0.23 0.4158
H 10.19523 12.24587 9.18145 -0.18 -0.19 0.29 0.2266
H 8.31544 12.71086 10.66561 0.38 -0.39 0.53 0.2230
H 8.22177 11.62364 12.96281 0.44 -0.24 -0.32 0.2224
H 10.03527 10.01871 13.59063 0.03 0.09 -0.12 0.2111
H 11.82444 9.49674 12.03369 -0.06 0.17 -0.02 0.2207
H 13.53906 12.63453 8.01977 -0.37 -0.47 0.24 0.2529
H 13.15557 13.63991 5.92135 0.18 -0.24 -0.04 0.2276
H 11.49614 12.61844 4.25703 0.51 0.05 0.52 0.2228
H 10.24922 10.66185 4.88830 0.90 -0.02 0.77 0.2183
H 10.68513 9.50605 6.96120 -0.17 -0.91 0.80 0.2173
H 12.03812 6.14380 10.13616 1.29 0.45 0.19 0.2310
H 14.18881 4.68284 10.39996 -0.49 -0.94 0.35 0.2269
H 16.35963 5.75382 10.52847 -0.03 -0.25 0.20 0.2321
H 16.56002 8.15978 10.20364 0.59 0.17 0.04 0.2417
I 13.76332 8.07412 16.20212 0.10 0.20 -0.76 0.1704
C 13.92600 9.25892 14.46422 -0.13 -1.04 1.63 -0.2596
C 13.83946 10.61758 14.53661 -0.51 1.17 -2.00 -0.0534
N 13.90417 11.07087 13.24845 0.90 -0.95 0.78 -0.3233
N 14.17913 10.04218 12.41917 -0.78 0.85 -0.07 -0.3027
C 14.11911 8.91222 13.12955 0.48 1.18 -0.44 -0.0759
H 13.67077 11.33476 15.30968 -0.02 -0.09 0.50 0.2405
H 13.93337 12.03448 12.83378 0.11 -0.53 0.02 0.4847
H 14.27069 7.98371 12.62538 0.06 -0.47 0.09 0.2355
```
Forces are in eV/Å.

Values from the calculation:
- frontier orbital gap (spin up / spin down) (eV) = 7.72 / 7.71
- <S²> = 2.006
- largest force on an atom (eV Å⁻¹) = 2.8
- 2S+1 = 3
- E_tot (eV) = -80577.6996

Q: Which of these has the lowest E_tot?
A: C20H20IN4O7P3Pt